{
  "formula": "C14H42O7",
  "method": "the ωB97M-V functional and the def2-TZVPD basis",
  "elements": ["C", "C", "O", "H", "H", "H", "H", "H", "H", "C", "C", "O", "H", "H", "H", "H", "H", "H", "C", "C", "O", "H", "H", "H", "H", "H", "H", "C", "C", "O", "H", "H", "H", "H", "H", "H", "C", "C", "O", "H", "H", "H", "H", "H", "H", "C", "C", "O", "H", "H", "H", "H", "H", "H", "C", "C", "O", "H", "H", "H", "H", "H", "H"],
  "positions_angstrom": [[-10.171947, 14.493114, -5.441929], [-10.587106, 13.271266, -6.395227], [-11.949236, 13.163756, -6.321226], [-10.626063, 15.416963, -5.800218], [-9.135473, 14.828512, -5.478430], [-10.514351, 14.473302, -4.407301], [-10.099438, 12.375502, -6.010669], [-10.176037, 13.458462, -7.387228], [-12.149044, 12.237622, -6.475961], [-4.229257, 16.216181, -7.170640], [-4.343645, 16.955821, -5.813717], [-3.102054, 17.627581, -5.573418], [-3.758410, 15.233498, -7.143387], [-3.726219, 16.843973, -7.906122], [-5.251023, 16.090836, -7.528933], [-4.640548, 16.369712, -4.943996], [-5.148257, 17.688256, -5.878803], [-3.010440, 18.456495, -6.048931], [-6.121663, 17.911237, -3.258043], [-7.477776, 18.264377, -3.878007], [-7.515236, 17.927713, -5.240577], [-5.970170, 16.836101, -3.354184], [-6.357926, 17.975402, -2.195891], [-5.330389, 18.615698, -3.514417], [-7.786841, 19.309155, -3.846098], [-8.286615, 17.752433, -3.356657], [-7.409403, 16.973600, -5.248558], [-9.149054, 16.713334, -5.478625], [-10.068610, 17.859932, -5.802079], [-10.847694, 17.240161, -6.767875], [-8.686948, 16.153241, -6.291553], [-9.631157, 15.889658, -4.952105], [-8.414372, 17.155105, -4.805429], [-9.625600, 18.747733, -6.253363], [-10.700192, 18.127353, -4.954914], [-11.635491, 16.940487, -6.308334], [-4.860729, 15.630628, -2.626264], [-6.282527, 15.060294, -2.256607], [-6.727552, 14.314678, -3.376694], [-5.023170, 16.330900, -3.445605], [-4.272849, 14.801163, -3.019319], [-4.473497, 16.206498, -1.785716], [-7.049426, 15.812320, -2.071103], [-6.413450, 14.526969, -1.315051], [-7.271754, 13.648509, -2.950481], [-4.745038, 13.062513, -4.944802], [-3.768033, 11.946805, -5.038326], [-2.399680, 12.361232, -4.993169], [-5.745107, 12.653062, -5.087320], [-4.607324, 13.699307, -5.818670], [-4.595951, 13.633772, -4.028530], [-4.031959, 11.320015, -5.890130], [-4.008244, 11.460754, -4.092727], [-2.181289, 12.923607, -4.246414], [-5.977507, 14.963924, -6.039671], [-7.408539, 15.135906, -5.391765], [-7.253694, 16.025411, -4.308655], [-5.634152, 15.998419, -6.034216], [-5.857755, 14.391847, -6.959716], [-5.390382, 14.430935, -5.291806], [-7.840337, 14.155783, -5.189262], [-8.134139, 15.652979, -6.019653], [-7.110355, 15.386236, -3.606873]],
  "atomic_forces_ev_per_a": [[-1.9809, -2.6189, -2.6081], [2.4243, 1.6568, 2.4523], [-1.6432, -0.6207, -0.3346], [-1.0778, -1.6112, -0.8376], [-2.0687, -3.2102, -0.2349], [-0.0091, -0.8306, 0.2149], [0.1216, -0.3412, -0.0229], [-0.2254, 0.1506, -0.2834], [-0.4608, 0.0511, -0.0947], [0.0682, 1.0518, -0.9853], [2.0714, 1.8525, -1.0974], [0.2829, -0.2407, 1.0808], [0.1552, 0.1276, 0.1675], [0.4693, 0.1077, 0.2448], [1.0554, 0.3021, -1.0207], [1.4350, 0.1487, -0.4454], [-0.1192, 0.2103, -0.2163], [-0.4057, -0.1166, -0.1663], [-2.4539, 1.7199, 1.1715], [1.3334, 1.5743, -0.3855], [6.8681, 8.4974, -2.1761], [-1.3208, 3.5167, -0.6676], [0.5953, 0.4689, 0.5954], [0.1415, -0.4153, -0.1206], [0.5053, 0.2252, 0.1857], [-0.2222, -0.3026, 0.3359], [2.6388, 1.2739, -0.5485], [-5.5796, 3.2188, 3.3915], [0.5843, -1.4980, 0.0298], [-3.0978, 0.2921, -2.1280], [-5.3757, 5.9845, -2.8129], [0.3097, 3.7714, 0.6488], [-6.1107, -2.8058, -0.3926], [0.2991, -0.0441, 0.2812], [0.1858, 0.3691, 0.3063], [-0.2744, -0.0512, -0.5202], [-0.9764, -1.7363, 0.8799], [1.9647, 0.6846, 2.1267], [1.7322, -6.7662, 4.7180], [2.0778, -1.6598, 0.6132], [0.4415, 0.3467, 0.9842], [0.3928, -0.3015, -0.1346], [0.2940, 0.7993, -0.1196], [0.9646, -0.6555, -0.0936], [-0.3555, -0.6735, -0.5012], [2.2447, -1.8118, -1.5453], [-0.0385, -0.0245, 2.4091], [-0.0936, -0.5101, -1.2634], [-0.1221, 0.0932, 0.4766], [1.7077, -1.7668, 0.3958], [-0.2784, -0.5250, -0.4455], [0.8466, -0.0497, -0.0029], [0.4410, -1.3522, -0.0686], [-0.5097, -0.0315, 0.1371], [-4.0424, 1.4387, 2.6205], [4.3438, -3.0322, -1.9864], [-0.0357, -2.1383, -1.9701], [-2.2423, -2.2092, -0.4025], [-0.5939, 0.2442, -0.0594], [-2.1522, 3.1370, -0.6346], [0.6989, 0.0870, 0.6550], [5.7863, -4.6187, 1.1915], [-1.6147, 1.1677, -0.9863]],
  "largest_force_ev_per_a": 11.1,
  "orbital_gap_ev": 6.84,
  "relative_energy_kcal_mol": 597.79
}